[1]
Computed, not measured: a 2-piece molecular cluster, C4H11NO overall in a non-equilibrium geometry, with the ωB97M-V functional and the def2-TZVPD basis.

Structure (ORCA input):
```
! wB97M-V def2-TZVPD RIJCOSX def2/J DEFGRID3
* xyz 0 1
C 1.405 0.576 -2.417
C 0.206 0.430 -1.789
N -0.635 -0.724 -1.736
H 2.202 1.136 -1.847
H 1.487 -0.078 -3.333
H -0.120 1.233 -1.100
H -0.153 -1.542 -1.907
H -1.212 -0.676 -0.913
C 0.494 0.316 1.557
C -0.990 0.175 1.869
O -1.488 -1.142 1.577
H 0.874 1.292 1.521
H 1.122 -0.367 2.147
H 0.580 -0.070 0.497
H -1.823 0.882 1.359
H -1.216 0.351 2.934
H -0.734 -1.793 1.583
*
```

Calculated values
Structure (SMILES)   C=CN.CCO
Highest occupied orbital energy   -8.10 eV
Frontier orbital gap   9.0 eV

Charges obtained by Mulliken population analysis, quoted in units of e:
1 C -0.73
2 C -0.09
3 N -0.61
4 H 0.21
5 H 0.27
6 H 0.40
7 H 0.25
8 H 0.32
9 C -0.94
10 C -0.22
11 O -0.54
12 H 0.34
13 H 0.35
14 H 0.21
15 H 0.20
16 H 0.26
17 H 0.31

[2]
Computed, not measured: a 2-piece molecular cluster, C4H11NO overall in a non-equilibrium geometry, with the ωB97M-V functional and the def2-TZVPD basis.

Structure (ORCA input):
```
! wB97M-V def2-TZVPD RIJCOSX def2/J DEFGRID3
* xyz 0 1
C -0.101 0.192 -1.920
C 0.299 -0.743 -0.800
C 0.071 -0.158 0.526
C 1.022 -1.787 -1.229
N 1.596 -2.141 -2.367
H -0.891 0.801 -1.762
H 0.666 0.955 -1.995
H -0.146 -0.379 -2.915
H -0.853 -0.416 0.860
H 0.894 -0.255 1.220
H 0.058 0.891 0.494
H 1.326 -2.424 -0.372
H 1.262 -2.913 -2.891
H 1.734 -1.380 -3.129
O -2.253 3.457 5.079
H -2.218 3.750 5.940
H -2.466 2.550 5.260
*
```

Calculated values
Structure (SMILES)   CC(C)=CN.O
Highest occupied orbital energy   -7.93 eV
Frontier orbital gap   8.8 eV

Charges obtained by Mulliken population analysis, quoted in units of e:
1 C -1.56
2 C 0.71
3 C -1.46
4 C -0.18
5 N -0.53
6 H 0.50
7 H 0.35
8 H 0.26
9 H 0.33
10 H 0.39
11 H 0.41
12 H 0.28
13 H 0.24
14 H 0.27
15 O -0.61
16 H 0.30
17 H 0.31

[3]
Computed, not measured: a single C4H11NO molecule, with the ωB97M-V functional and the def2-TZVPD basis.

Structure (ORCA input):
```
! wB97M-V def2-TZVPD RIJCOSX def2/J DEFGRID3
* xyz 0 1
C -1.196 -0.821 -1.361
C -0.227 -0.783 -0.183
O -0.811 -1.570 0.857
C 0.055 0.662 0.315
C 1.009 0.667 1.512
N 0.629 1.534 -0.717
H -1.480 -1.854 -1.590
H -2.122 -0.286 -1.122
H -0.758 -0.379 -2.261
H 0.709 -1.272 -0.482
H -0.112 -1.773 1.502
H -0.889 1.108 0.654
H 1.958 0.175 1.270
H 0.568 0.152 2.371
H 1.232 1.692 1.833
H -0.031 1.641 -1.487
H 1.466 1.108 -1.112
*
```

Calculated values
Structure (SMILES)   C[C@H](O)[C@@H](C)N
Highest occupied orbital energy   -9.23 eV
Frontier orbital gap   10.2 eV

Charges obtained by Mulliken population analysis, quoted in units of e:
1 C -1.50
2 C 0.30
3 O -0.57
4 C 0.40
5 C -1.57
6 N -0.71
7 H 0.36
8 H 0.35
9 H 0.39
10 H 0.24
11 H 0.33
12 H 0.33
13 H 0.33
14 H 0.40
15 H 0.38
16 H 0.27
17 H 0.28

[4]
Computed, not measured: a 2-piece molecular cluster, C4H11NO overall in a non-equilibrium geometry, with the ωB97M-V functional and the def2-TZVPD basis.

Structure (ORCA input):
```
! wB97M-V def2-TZVPD RIJCOSX def2/J DEFGRID3
* xyz 0 1
C -0.302 -1.144 1.056
C 0.200 -0.785 -0.305
C -0.875 -0.652 -1.362
C 1.507 -0.589 -0.548
N 2.394 0.008 0.431
H 0.461 -1.023 1.834
H -0.634 -2.174 1.130
H -1.052 -0.395 1.368
H -1.836 -0.480 -0.886
H -1.029 -1.343 -2.190
H -0.647 0.253 -1.951
H 1.732 -0.577 -1.615
H 3.104 0.494 -0.113
H 1.815 0.666 0.937
O -1.642 2.761 0.405
H -1.794 1.849 0.563
H -1.402 3.132 1.247
*
```

Calculated values
Structure (SMILES)   CC(C)=CN.O
Highest occupied orbital energy   -7.88 eV
Frontier orbital gap   8.6 eV

Charges obtained by Mulliken population analysis, quoted in units of e:
1 C -1.14
2 C 0.57
3 C -1.34
4 C -0.21
5 N -0.60
6 H 0.37
7 H 0.28
8 H 0.28
9 H 0.30
10 H 0.34
11 H 0.34
12 H 0.30
13 H 0.29
14 H 0.23
15 O -0.63
16 H 0.31
17 H 0.32

[5]
Computed, not measured: a single C4H11NO molecule in a non-equilibrium geometry, with the ωB97M-V functional and the def2-TZVPD basis.

Structure (ORCA input):
```
! wB97M-V def2-TZVPD RIJCOSX def2/J DEFGRID3
* xyz 0 1
C -1.730 0.633 0.528
C -0.252 0.485 0.647
O 0.390 1.630 0.132
C 0.461 -0.876 0.249
C -0.440 -1.385 -0.913
N 1.752 -0.580 -0.355
H -2.031 1.411 -0.337
H -2.174 1.048 1.425
H -2.327 -0.231 0.339
H 0.191 0.556 1.689
H 0.243 1.760 -0.817
H 0.712 -1.538 1.038
H -0.477 -0.812 -1.808
H -1.447 -1.614 -0.469
H -0.117 -2.328 -1.194
H 2.073 0.315 -0.157
H 1.739 -0.693 -1.340
*
```

Calculated values
Structure (SMILES)   C[C@H](O)[C@@H](C)N
Highest occupied orbital energy   -9.04 eV
Frontier orbital gap   10.0 eV

Charges obtained by Mulliken population analysis, quoted in units of e:
1 C -1.12
2 C 0.26
3 O -0.59
4 C 0.14
5 C -1.57
6 N -0.65
7 H 0.24
8 H 0.29
9 H 0.33
10 H 0.28
11 H 0.32
12 H 0.33
13 H 0.38
14 H 0.33
15 H 0.53
16 H 0.27
17 H 0.23

[6]
Computed, not measured: a 2-piece molecular cluster, C4H11NO overall in a non-equilibrium geometry, with the ωB97M-V functional and the def2-TZVPD basis.

Structure (ORCA input):
```
! wB97M-V def2-TZVPD RIJCOSX def2/J DEFGRID3
* xyz 1 2
C 1.991 0.088 1.045
C 1.510 -1.125 0.200
N 1.004 -0.786 -1.205
H 3.075 0.257 0.808
H 1.947 -0.248 2.117
H 1.259 0.927 0.985
H 0.669 -1.567 0.709
H 2.435 -1.825 0.056
H 0.002 -0.731 -1.229
H 1.070 -1.730 -1.694
C -1.533 1.832 -0.068
C -2.452 0.808 -0.185
O -2.163 -0.342 -0.912
H -1.967 2.795 0.200
H -0.429 1.602 0.105
H -3.499 0.975 0.076
H -2.919 -0.930 -1.008
*
```

Calculated values
Expectation value of S²   0.757
Highest occupied orbital energy (alpha / beta)   -13.01 / -12.74 eV
Frontier orbital gap (alpha / beta)   7.4 / 3.7 eV

Charges obtained by Mulliken population analysis, quoted in units of e:
1 C -0.73
2 C -0.23
3 N -0.61
4 H 0.25
5 H 0.31
6 H 0.12
7 H 0.26
8 H 0.30
9 H 0.18
10 H 0.30
11 C -0.35
12 C 0.30
13 O -0.33
14 H 0.31
15 H 0.17
16 H 0.36
17 H 0.38

[7]
Computed, not measured: a 3-piece molecular cluster, C4H11NO2 overall in a non-equilibrium geometry, with the ωB97M-V functional and the def2-TZVPD basis.

Structure (ORCA input):
```
! wB97M-V def2-TZVPD RIJCOSX def2/J DEFGRID3
* xyz -1 2
C -1.137 -1.420 1.732
C -0.961 -0.642 0.498
C -0.018 0.298 0.262
N 0.482 0.715 -1.012
C 1.548 1.432 -1.131
H -1.205 -2.571 1.626
H -2.132 -1.153 2.201
H -0.307 -1.338 2.520
H -1.542 -0.869 -0.403
H 0.367 0.918 1.061
H 1.715 2.005 -0.203
H 2.275 1.431 -1.980
H 1.927 -0.999 1.041
H 2.164 -1.348 -0.147
O 2.553 -1.702 0.688
H -1.491 1.257 -1.322
H -2.847 1.000 -0.610
O -2.414 1.533 -1.296
*
```

Calculated values
Expectation value of S²   0.776
Highest occupied orbital energy (alpha / beta)   -0.60 / -3.69 eV
Frontier orbital gap (alpha / beta)   4.6 / 7.7 eV

Charges obtained by Mulliken population analysis, quoted in units of e:
1 C -1.09
2 C 0.00
3 C -0.83
4 N -0.61
5 C -0.62
6 H 0.23
7 H 0.24
8 H 0.28
9 H 0.48
10 H 0.39
11 H 0.28
12 H 0.25
13 H 0.36
14 H 0.37
15 O -0.74
16 H 0.38
17 H 0.34
18 O -0.72

[8]
Computed, not measured: a 2-piece molecular cluster, C4H11NO2 overall in a non-equilibrium geometry, with the ωB97M-V functional and the def2-TZVPD basis.

Structure (ORCA input):
```
! wB97M-V def2-TZVPD RIJCOSX def2/J DEFGRID3
* xyz 0 1
C 0.633 -2.182 0.585
N 0.335 -0.850 1.154
C -0.369 0.015 0.256
C -1.776 -0.473 -0.150
C -1.665 -1.298 -1.417
O -1.661 -0.825 -2.526
H -0.230 -2.831 0.683
H 1.529 -2.527 1.115
H 1.061 -2.144 -0.429
H 1.224 -0.496 1.425
H 0.218 0.300 -0.648
H -0.499 1.052 0.596
H -2.254 -0.981 0.690
H -2.384 0.422 -0.275
H -1.505 -2.378 -1.324
O 2.686 5.322 -0.050
H 2.234 5.375 0.790
H 2.424 4.501 -0.476
*
```

Calculated values
Structure (SMILES)   CNCCC=O.O
Highest occupied orbital energy   -9.29 eV
Frontier orbital gap   9.7 eV

Charges obtained by Mulliken population analysis, quoted in units of e:
1 C -0.93
2 N -0.44
3 C -0.53
4 C -0.60
5 C -0.01
6 O -0.47
7 H 0.23
8 H 0.37
9 H 0.33
10 H 0.27
11 H 0.36
12 H 0.38
13 H 0.33
14 H 0.38
15 H 0.34
16 O -0.64
17 H 0.32
18 H 0.32

[9]
Computed, not measured: a 3-piece molecular cluster, C4H11NO2 overall in a non-equilibrium geometry, with the ωB97M-V functional and the def2-TZVPD basis.

Structure (ORCA input):
```
! wB97M-V def2-TZVPD RIJCOSX def2/J DEFGRID3
* xyz 0 1
C -1.599 -0.878 0.839
C -1.797 -0.481 -0.620
O -0.414 -0.393 1.428
H 0.351 0.226 0.786
H -2.446 -0.519 1.440
H -1.585 -1.974 0.921
H -2.729 -0.902 -1.002
H -1.845 0.604 -0.724
H -0.988 -0.866 -1.241
C 1.677 0.476 0.009
C 1.038 1.554 -0.859
N 1.188 -1.417 0.522
O 1.856 -1.815 1.367
H 2.510 0.043 -0.549
H 2.143 0.851 0.925
H 0.291 2.114 -0.297
H 1.797 2.260 -1.211
H 0.552 1.117 -1.732
*
```

Calculated values
Highest occupied orbital energy   -8.54 eV
Frontier orbital gap   8.9 eV

Charges obtained by Mulliken population analysis, quoted in units of e:
1 C -0.18
2 C -1.08
3 O -0.61
4 H 0.30
5 H 0.29
6 H 0.28
7 H 0.39
8 H 0.25
9 H 0.27
10 C -0.66
11 C -1.04
12 N 0.27
13 O -0.28
14 H 0.41
15 H 0.42
16 H 0.34
17 H 0.36
18 H 0.26

[10]
Computed, not measured: a 2-piece molecular cluster, C4H11NO2 overall in a non-equilibrium geometry, with the ωB97M-V functional and the def2-TZVPD basis.

Structure (ORCA input):
```
! wB97M-V def2-TZVPD RIJCOSX def2/J DEFGRID3
* xyz 0 1
C -2.307 1.441 0.018
O -1.143 0.702 -0.116
H -0.727 -0.778 0.264
H -3.131 1.011 -0.582
H -2.684 1.528 1.054
H -2.185 2.476 -0.360
C 0.791 -2.051 -0.734
C 0.913 0.167 0.521
N 1.598 0.742 -0.489
C 0.374 -1.176 0.439
O 1.039 0.684 1.746
H 1.128 1.646 1.693
H 1.275 0.472 -1.407
H 1.981 1.665 -0.337
H 0.445 -1.668 1.409
H 0.275 -3.010 -0.670
H 0.490 -1.608 -1.688
H 1.867 -2.245 -0.760
*
```

Calculated values
Highest occupied orbital energy   -7.41 eV
Frontier orbital gap   7.8 eV

Charges obtained by Mulliken population analysis, quoted in units of e:
1 C -0.85
2 O -0.58
3 H 0.26
4 H 0.22
5 H 0.27
6 H 0.21
7 C -1.22
8 C 0.74
9 N -0.37
10 C -0.42
11 O -0.45
12 H 0.35
13 H 0.22
14 H 0.21
15 H 0.41
16 H 0.36
17 H 0.35
18 H 0.29

[11]
Computed, not measured: a 2-piece molecular cluster, C4H11NO2 overall in a non-equilibrium geometry, with the ωB97M-V functional and the def2-TZVPD basis.

Structure (ORCA input):
```
! wB97M-V def2-TZVPD RIJCOSX def2/J DEFGRID3
* xyz 0 1
C 2.314 -1.262 1.709
C 1.722 -0.612 0.452
C 0.339 -1.110 0.134
N -0.272 -0.275 -0.906
C -1.590 -0.157 -1.206
O -2.484 -0.516 -0.477
H 3.038 -2.043 1.446
H 1.572 -1.823 2.270
H 2.827 -0.541 2.338
H 2.338 -0.522 -0.450
H 1.680 0.462 0.697
H -0.362 -1.043 0.964
H 0.395 -2.126 -0.274
H 0.374 0.053 -1.610
H -1.833 0.326 -2.158
O -0.437 3.316 -0.035
H -0.105 3.304 0.858
H -1.055 2.564 0.002
*
```

Calculated values
Structure (SMILES)   CCCNC=O.O
Highest occupied orbital energy   -9.82 eV
Frontier orbital gap   10.5 eV

Charges obtained by Mulliken population analysis, quoted in units of e:
1 C -1.17
2 C -0.26
3 C -0.55
4 N -0.08
5 C -0.09
6 O -0.56
7 H 0.29
8 H 0.34
9 H 0.34
10 H 0.38
11 H 0.19
12 H 0.34
13 H 0.22
14 H 0.22
15 H 0.39
16 O -0.64
17 H 0.31
18 H 0.32

[12]
Computed, not measured: a 2-piece molecular cluster, C4H11NO2 overall in a non-equilibrium geometry, with the ωB97M-V functional and the def2-TZVPD basis.

Structure (ORCA input):
```
! wB97M-V def2-TZVPD RIJCOSX def2/J DEFGRID3
* xyz 0 1
C -1.588 0.349 -2.763
C -0.670 -0.182 -1.652
O 0.352 0.399 -1.314
O -0.733 -1.533 -1.431
H -1.749 1.395 -2.783
H -2.543 -0.243 -2.733
H -1.102 -0.041 -3.718
H -0.031 -2.013 -0.875
C -0.112 0.732 2.201
C 1.308 0.305 1.831
N 1.288 -0.894 1.036
H -0.581 -0.014 2.878
H -0.795 0.945 1.363
H -0.062 1.802 2.725
H 1.871 1.125 1.248
H 1.818 0.132 2.851
H 1.256 -0.773 -0.093
H 2.073 -1.490 1.229
*
```

Calculated values
Structure (SMILES)   CC(=O)O.CCN
Highest occupied orbital energy   -8.78 eV
Frontier orbital gap   9.4 eV

Charges obtained by Mulliken population analysis, quoted in units of e:
1 C -1.00
2 C 0.80
3 O -0.57
4 O -0.48
5 H 0.32
6 H 0.32
7 H 0.26
8 H 0.36
9 C -0.95
10 C -0.21
11 N -0.56
12 H 0.27
13 H 0.22
14 H 0.26
15 H 0.21
16 H 0.31
17 H 0.26
18 H 0.17